No. 1
14
Properties=species:S:1:pos:R:3 method="wB97M-V/def2-TZVPD" e_lumo_ha=0.018 relative_energy_ev=0.809 smiles="CNC(N)=O.O" energy_ha=-341.00070 orbital_gap_ev=10.28 fmax_ev_per_a=3.46
C 2.26 0.08 -1.42
N 1.57 -0.52 -0.26
C 1.11 0.39 0.64
N 0.20 -0.19 1.65
O 1.15 1.58 0.48
H 1.50 0.74 -1.83
H 3.00 0.78 -0.99
H 2.73 -0.64 -2.09
H 1.61 -1.50 -0.08
H -0.16 0.61 2.17
H -0.64 -0.55 1.20
O -4.88 -0.28 -0.23
H -5.06 -0.90 0.48
H -4.41 0.39 0.28



No. 2
13
Properties=species:S:1:pos:R:3 method="wB97M-V/def2-TZVPD" e_lumo_ha=-0.179 relative_energy_ev=3.335 energy_ha=-717.15885 orbital_gap_ev=9.88 charge=+1 fmax_ev_per_a=2.55
C -1.25 -0.44 -0.31
C 0.32 1.26 0.54
N -0.84 0.46 0.73
N -0.15 -0.94 -0.93
N 0.97 -1.32 -0.15
O -2.36 -0.77 -0.58
S 1.85 0.06 0.13
H 0.13 2.04 -0.11
H 0.57 1.78 1.42
H -1.41 0.73 1.53
H -0.29 -1.47 -1.76
H 0.69 -1.79 0.75
H 1.79 0.39 -1.25



No. 3
82
Properties=species:S:1:pos:R:3 method="wB97M-V/def2-TZVPD" e_lumo_ha=0.002 energy_ha=-2204.70592 orbital_gap_ev=7.88 fmax_ev_per_a=14.03
O -1.96 -0.98 -3.27
C -2.22 -1.65 -2.20
O -1.16 -2.50 -1.69
C -0.33 -1.79 -0.69
C -0.90 -2.22 0.77
C -1.17 -0.99 1.78
C -1.91 0.30 1.13
P -0.93 1.84 1.72
C 0.56 2.27 0.63
O 1.81 1.90 0.92
O 0.29 3.07 -0.52
H -3.28 -1.60 -1.72
H -0.26 -0.65 -0.88
H 0.74 -2.23 -0.82
H -0.05 -2.86 1.26
H -1.81 -2.95 0.70
H -0.18 -0.70 2.33
H -1.90 -1.40 2.60
H -2.98 0.43 1.58
H -2.05 0.25 -0.01
H -1.81 2.97 1.76
H -0.53 1.55 3.09
C 5.89 1.02 2.36
C 4.56 1.24 1.69
N 3.48 1.42 1.14
H 6.69 1.41 1.74
H 5.91 1.52 3.33
H 6.05 -0.05 2.52
C 0.01 -1.99 -5.31
C 1.38 -2.60 -5.27
N 2.48 -3.09 -5.23
H -0.02 -1.19 -6.05
H -0.73 -2.75 -5.59
H -0.25 -1.59 -4.33
C -3.27 -1.83 -8.35
C -3.03 -2.67 -7.13
N -2.84 -3.34 -6.15
H -3.81 -2.41 -9.10
H -3.87 -0.95 -8.09
H -2.32 -1.50 -8.77
C 1.28 3.83 5.22
C -0.09 3.31 4.88
N -1.18 2.88 4.61
H 2.05 3.19 4.78
H 1.40 4.84 4.83
H 1.41 3.85 6.30
C 1.24 8.35 3.89
C 1.48 7.52 5.12
N 1.67 6.86 6.11
H 0.70 7.76 3.14
H 0.64 9.23 4.14
H 2.19 8.68 3.47
C 1.58 -6.22 -5.73
C 2.10 -7.44 -6.43
N 2.52 -8.42 -6.99
H 0.67 -5.87 -6.23
H 1.35 -6.45 -4.69
H 2.32 -5.42 -5.76
C -5.07 4.11 0.24
C -4.83 3.28 1.48
N -4.63 2.62 2.46
H -5.60 3.52 -0.50
H -5.67 4.99 0.50
H -4.12 4.44 -0.18
C -1.54 -5.98 3.37
C -0.83 -4.65 3.42
N -0.26 -3.59 3.46
H -1.67 -6.37 4.39
H -2.52 -5.86 2.91
H -0.96 -6.70 2.79
C -2.43 2.63 7.75
C -2.24 3.17 9.15
N -2.08 3.60 10.26
H -2.04 3.34 7.02
H -1.90 1.68 7.64
H -3.49 2.47 7.56
C 5.35 -1.94 -6.26
C 6.42 -1.09 -5.63
N 7.28 -0.41 -5.12
H 4.71 -2.37 -5.48
H 4.73 -1.33 -6.92
H 5.80 -2.75 -6.83



No. 4
41
Properties=species:S:1:pos:R:3 method="wB97M-V/def2-TZVPD" e_lumo_ha=0.004 relative_energy_ev=0.000 smiles=OCCO.OCCO.O.O.O.O.O.O.O energy_ha=-995.62198 orbital_gap_ev=9.98 fmax_ev_per_a=2.60
O 1.89 -1.52 1.96
C 1.25 -2.69 1.51
C 2.30 -3.72 1.05
O 3.37 -3.95 2.01
H 2.41 -1.21 1.21
H 0.68 -3.13 2.34
H 0.57 -2.48 0.68
H 2.77 -3.33 0.07
H 1.91 -4.67 0.75
H 3.47 -3.22 2.62
O -3.47 1.38 0.66
C -3.31 0.50 1.81
C -2.42 -0.66 1.40
O -1.05 -0.34 1.36
H -2.98 2.18 0.83
H -2.81 1.02 2.62
H -4.30 0.33 2.15
H -2.76 -1.04 0.42
H -2.48 -1.46 2.14
H -0.79 -0.12 0.47
O -1.35 0.72 -1.87
H -2.23 0.45 -2.02
H -1.47 1.40 -1.20
O 3.57 -0.01 -3.17
H 2.85 0.61 -3.13
H 4.20 0.28 -3.84
O 1.23 1.75 -2.45
H 0.33 1.41 -2.29
H 1.53 2.29 -1.72
O 2.99 0.11 -0.31
H 3.86 0.31 -0.66
H 2.54 -0.20 -1.10
O -4.51 0.88 -2.34
H -4.72 1.26 -1.50
H -4.24 1.61 -2.91
O 1.30 2.08 1.15
H 0.96 1.22 1.45
H 2.02 1.77 0.57
O -1.37 3.11 -0.22
H -1.30 3.96 -0.68
H -0.46 3.09 0.18